Formula: C25H20N5O4ReS3
Source: the OMol25 dataset
Level of theory: wB97M-V/def2-TZVPD

Positions of all 58 atoms, in Å:
Re (1.76682, -0.58715, -0.70296)
C (1.15772, 2.77675, -1.00366)
C (1.54472, 1.50995, -1.70336)
N (0.61992, 0.50455, -1.83056)
N (-0.13308, 0.11135, -2.80076)
C (-0.33038, -1.18685, -2.90046)
S (0.40942, -2.31145, -1.80586)
S (-1.21088, -1.85235, -4.21386)
C (-2.31558, -0.46345, -4.71466)
C (-3.62908, -0.73485, -4.05716)
C (-3.82898, -0.38015, -2.72636)
C (-4.98538, -0.76485, -2.07366)
C (-5.94548, -1.50905, -2.74266)
C (-5.76408, -1.83655, -4.07656)
C (-4.60758, -1.45665, -4.73126)
C (2.55862, 1.52505, -2.78476)
C (2.80342, 2.60025, -3.63096)
C (3.75602, 2.48505, -4.62966)
C (4.48442, 1.31065, -4.78736)
C (4.28562, 0.23825, -3.94486)
C (3.31982, 0.33165, -2.93286)
O (3.10082, -0.66265, -2.10166)
H (0.50802, 3.36015, -1.65546)
H (0.60492, 2.56915, -0.09156)
H (2.04052, 3.36245, -0.76946)
H (-1.83368, 0.45175, -4.38156)
H (-2.37358, -0.49855, -5.80116)
H (-3.06918, 0.19335, -2.21116)
H (-5.13918, -0.49365, -1.04046)
H (-6.84108, -1.82585, -2.23216)
H (-6.51388, -2.40235, -4.60666)
H (-4.45378, -1.72755, -5.76556)
H (2.24342, 3.51485, -3.51946)
H (3.93762, 3.31425, -5.29516)
H (5.22092, 1.23625, -5.57146)
H (4.83672, -0.68445, -4.05216)
O (-2.75538, 0.49595, 6.71124)
S (-2.01058, 0.39105, 7.93204)
O (-1.51848, 1.61165, 8.51084)
O (-2.28938, -0.72205, 8.79124)
C (-0.30868, -0.19245, 7.26704)
N (0.57252, -0.39305, 8.18864)
C (1.78012, -0.73895, 7.75944)
C (2.04382, -0.87225, 6.40324)
C (1.00022, -0.62835, 5.50374)
N (-0.20538, -0.27165, 5.98794)
C (1.11132, -0.67935, 4.05284)
C (0.03862, -0.24235, 3.26474)
C (0.15472, -0.22275, 1.89644)
N (1.27632, -0.60525, 1.24544)
C (2.30112, -1.06385, 2.00664)
C (2.25942, -1.12165, 3.37634)
H (2.52932, -0.89715, 8.52044)
H (3.03052, -1.14095, 6.07144)
H (-0.86998, 0.07765, 3.74964)
H (-0.66348, 0.11125, 1.27004)
H (3.19342, -1.39675, 1.46854)
H (3.10552, -1.51625, 3.91154)

E_LUMO (spin up / spin down) ... -7.044 / -6.978 eV
Energy ... -76512.892 eV
Multiplicity ... 2
HOMO level (spin up / spin down) ... -9.338 / -9.338 eV
Orbital gap (spin up / spin down) ... 2.29 / 2.36 eV
Molecular weight ... 736.874 g/mol
Total charge ... +1